(1)
Below is 6 unconnected molecules or ions with the total composition C11H35NO6P, with properties calculated with the ωB97M-V functional and the def2-TZVPD basis.

Properties
Charge: +1
Max |F| (eV/A): 0.6
HOMO-LUMO gap (eV): 8.945
Highest occupied orbital energy (eV): -11.978

Element x y z (Å)
C -1.039 -1.652 -2.362
C 0.304 -1.096 -2.771
O 0.631 -0.870 -3.919
N 1.172 -0.810 -1.695
C 2.542 -0.400 -2.037
C 2.609 0.999 -2.661
C 2.453 2.200 -1.691
C 1.787 1.833 -0.344
P 1.175 3.313 0.479
H -0.943 -2.725 -2.150
H -1.421 -1.156 -1.465
H -1.740 -1.523 -3.191
H 1.148 -1.563 -1.017
H 2.997 -1.117 -2.734
H 3.140 -0.434 -1.114
H 3.598 1.087 -3.132
H 1.879 1.070 -3.468
H 1.853 2.974 -2.192
H 3.427 2.655 -1.466
H 2.490 1.372 0.363
H 0.933 1.159 -0.487
H 1.481 3.374 1.837
H 1.736 4.455 -0.091
H -0.205 3.466 0.364
C -4.098 0.735 -0.862
O -3.919 -0.656 -1.105
H -3.152 1.222 -1.105
H -4.877 1.161 -1.496
H -4.346 0.929 0.184
H -4.746 -1.101 -0.899
C 5.406 1.890 1.208
O 4.742 3.021 0.624
H 5.879 1.343 0.399
H 6.174 2.205 1.914
H 4.706 1.219 1.714
H 4.386 3.548 1.345
C -5.260 -0.405 2.666
O -6.070 0.586 2.037
H -4.795 -0.987 1.873
H -4.474 0.049 3.277
H -5.852 -1.085 3.278
H -6.497 1.101 2.726
C -7.433 -3.979 3.815
O -6.377 -3.622 2.928
H -8.189 -3.201 3.733
H -7.888 -4.934 3.542
H -7.093 -4.029 4.853
H -5.703 -4.305 2.978
C 6.082 -1.198 -0.773
O 6.420 -0.825 0.556
H 5.391 -0.438 -1.137
H 6.953 -1.212 -1.431
H 5.585 -2.171 -0.810
H 7.038 -1.470 0.909

Charges obtained by natural (NBO) population analysis, quoted in units of e: C -0.723; C 0.687; O -0.586; N -0.680; C -0.232; C -0.421; C -0.408; C -0.730; P 0.831; H 0.240; H 0.240; H 0.258; H 0.392; H 0.220; H 0.192; H 0.231; H 0.251; H 0.208; H 0.249; H 0.276; H 0.300; H 0.058; H 0.066; H 0.066; C -0.250; O -0.737; H 0.155; H 0.175; H 0.184; H 0.475; C -0.256; O -0.747; H 0.211; H 0.186; H 0.157; H 0.455; C -0.252; O -0.732; H 0.178; H 0.151; H 0.188; H 0.468; C -0.250; O -0.730; H 0.184; H 0.169; H 0.164; H 0.464; C -0.249; O -0.738; H 0.164; H 0.180; H 0.171; H 0.478

(2)
Below is 5 unconnected molecules or ions with the total composition C34H38N6O2S, with properties calculated with the ωB97M-V functional and the def2-TZVPD basis.

Properties
Max |F| (eV/A): 0.9
HOMO-LUMO gap (eV): 8.360
Highest occupied orbital energy (eV): -8.164

Element x y z (Å)
C 3.305 -2.059 0.668
C 2.677 -0.790 0.101
C 1.205 -0.868 -0.231
C 0.441 -2.019 -0.048
C -0.908 -2.045 -0.379
C -1.523 -0.933 -0.926
C -0.766 0.224 -1.102
C 0.575 0.260 -0.749
S -1.502 1.667 -1.811
C -3.187 1.428 -1.327
C -3.994 2.546 -1.146
C -5.332 2.382 -0.814
C -5.848 1.103 -0.645
C -5.036 -0.010 -0.818
N -5.612 -1.317 -0.673
C -5.720 -2.010 -1.947
C -6.713 -1.385 -2.895
O -5.062 -2.969 -2.228
C -5.242 -2.100 0.451
C -4.578 -1.372 1.586
O -5.540 -3.266 0.503
C -3.694 0.139 -1.163
N -2.896 -1.019 -1.293
H 2.711 -2.445 1.497
H 3.413 -2.824 -0.098
H 4.300 -1.822 1.047
H 2.866 0.058 0.762
H 3.188 -0.545 -0.836
H 0.899 -2.913 0.352
H -1.482 -2.948 -0.220
H 1.134 1.178 -0.886
H -3.578 3.539 -1.259
H -5.979 3.240 -0.681
H -6.887 0.949 -0.384
H -7.102 -0.446 -2.511
H -7.528 -2.086 -3.062
H -6.206 -1.180 -3.839
H -4.590 -2.023 2.455
H -5.113 -0.452 1.827
H -3.558 -1.090 1.327
H -3.042 -1.513 -2.165
N 5.772 -1.867 3.887
C 6.834 -2.714 3.743
C 7.976 -1.959 3.782
C 7.585 -0.602 3.960
C 6.218 -0.580 4.021
H 4.809 -2.146 3.891
H 6.691 -3.774 3.625
H 8.981 -2.337 3.687
H 8.233 0.255 4.033
H 5.529 0.237 4.149
N 10.248 -2.021 6.454
C 11.366 -2.590 5.913
C 12.302 -2.707 6.907
C 11.722 -2.187 8.096
C 10.455 -1.772 7.782
H 9.402 -1.815 5.950
H 11.403 -2.864 4.873
H 13.290 -3.120 6.795
H 12.182 -2.125 9.067
H 9.687 -1.324 8.389
N -2.167 0.327 -4.953
C -2.031 -1.027 -5.089
C -2.043 -1.322 -6.427
C -2.190 -0.094 -7.126
C -2.263 0.903 -6.188
H -2.195 0.820 -4.073
H -1.924 -1.668 -4.229
H -1.951 -2.305 -6.856
H -2.234 0.042 -8.194
H -2.373 1.968 -6.296
N -5.700 5.677 -2.650
C -4.902 6.554 -3.333
C -5.305 7.822 -3.014
C -6.391 7.705 -2.103
C -6.611 6.370 -1.899
H -5.632 4.677 -2.700
H -4.119 6.202 -3.983
H -4.873 8.733 -3.392
H -6.946 8.510 -1.652
H -7.333 5.858 -1.287

Charges obtained by Löwdin population analysis, quoted in units of e: C -0.112; C -0.205; C -0.221; C -0.026; C 0.000; C -0.261; C -0.433; C -0.059; S 1.057; C -0.430; C -0.097; C -0.071; C -0.012; C -0.198; N 0.067; C -0.427; C 0.027; O 0.128; C -0.452; C 0.023; O 0.105; C -0.191; N 0.099; H 0.067; H 0.081; H 0.063; H 0.115; H 0.119; H 0.103; H 0.124; H 0.116; H 0.104; H 0.098; H 0.124; H 0.068; H 0.096; H 0.094; H 0.090; H 0.090; H 0.080; H 0.124; N 0.005; C -0.132; C -0.129; C -0.112; C -0.138; H 0.140; H 0.109; H 0.085; H 0.094; H 0.106; N 0.009; C -0.148; C -0.116; C -0.116; C -0.143; H 0.108; H 0.100; H 0.087; H 0.087; H 0.104; N 0.004; C -0.144; C -0.110; C -0.113; C -0.143; H 0.061; H 0.098; H 0.090; H 0.088; H 0.104; N 0.000; C -0.142; C -0.111; C -0.111; C -0.146; H 0.121; H 0.104; H 0.090; H 0.090; H 0.102

(3)
Below is 27 unconnected molecules or ions with the total composition C10H60N2O26 at a distorted geometry, with properties calculated with the ωB97M-V functional and the def2-TZVPD basis.

Properties
Max |F| (eV/A): 2.2
HOMO-LUMO gap (eV): 6.648
Highest occupied orbital energy (eV): -7.360

Element x y z (Å)
C -3.712 3.566 1.622
C -3.219 2.286 1.752
C -2.196 1.838 0.670
C -2.843 1.528 -0.569
C -2.075 1.150 -1.613
C -0.674 1.061 -1.545
N -0.013 0.699 -2.680
C 1.283 0.591 -2.523
C 1.947 0.837 -1.288
N 1.360 1.233 -0.169
C -0.007 1.334 -0.348
C -0.816 1.739 0.770
H -3.072 4.431 1.830
H -4.746 3.677 1.279
H -3.533 1.581 2.544
H -3.924 1.592 -0.660
H -2.578 0.917 -2.554
H 1.879 0.294 -3.378
H 3.026 0.683 -1.274
H -0.368 1.977 1.737
O 2.179 0.731 -6.152
H 1.723 0.138 -6.759
H 1.541 0.878 -5.445
O -6.080 5.634 0.970
H -6.110 6.402 0.392
H -6.535 5.920 1.768
O 4.349 2.997 -0.997
H 4.182 2.596 -0.135
H 3.470 3.143 -1.360
O 5.626 2.794 1.533
H 6.034 3.124 0.722
H 5.931 3.411 2.206
O -1.022 -2.526 -2.791
H -0.731 -1.642 -2.550
H -1.761 -2.386 -3.393
O 3.722 -0.746 -3.204
H 4.104 -0.823 -4.088
H 4.078 -1.505 -2.729
O 0.949 -4.540 -1.863
H 0.587 -5.397 -1.605
H 0.222 -4.109 -2.332
O 6.810 -0.013 -4.053
H 6.747 0.763 -4.622
H 6.410 0.272 -3.223
O -3.428 -0.232 3.637
H -2.570 -0.562 3.923
H -3.655 -0.802 2.891
O -3.486 -1.865 -0.156
H -2.850 -2.211 -0.795
H -3.390 -0.906 -0.222
O 4.326 1.222 -8.096
H 3.881 0.630 -8.715
H 3.681 1.356 -7.388
O 0.341 -2.102 0.743
H 0.953 -2.443 0.077
H 0.443 -1.143 0.691
O 3.697 0.764 -10.966
H 4.315 0.432 -11.625
H 3.797 1.721 -11.008
O -6.479 -2.028 -1.541
H -6.986 -2.801 -1.278
H -5.781 -1.965 -0.877
O -4.417 -3.248 2.872
H -3.946 -3.301 2.033
H -4.088 -4.007 3.370
O -4.145 -5.641 1.355
H -4.525 -6.515 1.514
H -4.832 -5.173 0.869
O -3.556 6.280 3.826
H -4.063 5.495 4.058
H -2.889 6.337 4.520
O -0.654 2.133 4.305
H -1.154 1.344 4.538
H 0.016 2.200 4.997
O -2.636 -5.568 3.772
H -1.780 -5.895 4.062
H -2.860 -6.126 3.017
O 2.044 3.087 5.629
H 2.175 3.769 4.958
H 2.880 3.028 6.101
O 2.299 -1.914 3.159
H 2.592 -1.043 3.445
H 1.556 -1.735 2.568
O -4.108 -7.981 3.875
H -4.071 -8.905 4.142
H -4.466 -7.522 4.643
O 9.558 -0.429 -2.335
H 9.861 0.441 -2.059
H 8.808 -0.248 -2.915
O -0.120 -7.023 0.071
H -0.047 -7.918 0.414
H -0.421 -6.504 0.824
O -1.033 5.505 5.730
H -0.242 5.166 5.299
H -0.728 5.786 6.599
O 3.147 3.941 2.685
H 4.026 3.621 2.903
H 2.864 3.364 1.968

Charges obtained by Löwdin population analysis, quoted in units of e: C 0.005; C -0.102; C -0.177; C -0.048; C -0.035; C -0.246; N 0.126; C -0.107; C -0.120; N 0.140; C -0.219; C 0.049; H 0.062; H 0.046; H 0.077; H 0.126; H 0.124; H 0.073; H 0.096; H 0.106; O -0.044; H 0.058; H 0.031; O -0.059; H 0.039; H 0.040; O -0.061; H 0.005; H 0.033; O -0.054; H 0.048; H 0.048; O -0.037; H 0.013; H 0.057; O -0.056; H 0.049; H 0.063; O -0.068; H 0.010; H -0.008; O -0.049; H 0.052; H 0.039; O -0.056; H 0.039; H 0.026; O -0.037; H 0.033; H 0.016; O -0.077; H 0.003; H -0.010; O -0.044; H 0.042; H 0.011; O -0.054; H 0.043; H 0.045; O -0.065; H 0.028; H 0.001; O -0.065; H 0.003; H 0.004; O -0.051; H 0.044; H 0.050; O -0.069; H 0.029; H 0.004; O -0.051; H 0.024; H 0.009; O -0.059; H 0.047; H -0.003; O -0.052; H 0.021; H 0.041; O -0.064; H 0.027; H -0.006; O -0.053; H 0.042; H 0.048; O -0.063; H 0.029; H -0.005; O -0.045; H 0.038; H 0.037; O -0.043; H 0.030; H 0.042; O -0.046; H 0.008; H 0.031